Record 1
80
Properties=species:S:1:pos:R:3 method="wB97M-V/def2-TZVPD" total_energy_ha=-2599.17025 e_lumo_ev=-1.883 orbital_gap_ev=7.617
O -2.33093 3.11246 -3.39824
V -1.35616 2.79832 -2.16779
O -0.77203 4.18767 -1.58833
O -1.09024 -0.72353 -0.14596
C -1.20472 0.43340 -0.77143
O -0.68927 1.46771 -0.39058
O -1.82816 0.59134 -1.82867
H -0.59529 -0.35820 0.59103
C -4.21363 -2.01090 -1.50418
O -4.42123 -0.61636 -1.55826
H -3.25319 -2.33600 -1.10424
H -5.01555 -2.52011 -0.96964
H -4.20131 -2.52557 -2.46494
H -3.61388 -0.10714 -1.45591
C -4.01546 -0.08998 1.83637
O -4.31079 -0.22457 3.16156
H -3.56567 -1.00064 1.44078
H -4.88387 0.15780 1.22599
H -3.34034 0.74557 1.65154
H -4.55552 -1.13117 3.36105
C -1.74296 -3.65356 1.52745
O -2.50311 -4.01335 2.63848
H -2.14963 -2.83856 0.92870
H -0.70551 -3.39938 1.74469
H -1.65581 -4.51930 0.87095
H -2.35693 -4.89521 2.98857
C -0.78882 -0.69491 3.66514
O -0.45218 0.27197 2.66141
H -0.43621 -0.41115 4.65673
H -1.87239 -0.81233 3.67869
H -0.34726 -1.63991 3.34873
H -1.02395 1.01516 2.86720
C 2.24479 1.81991 -2.12538
C 1.89362 2.30819 -3.49322
C 2.36791 1.31773 -4.51806
O 0.52303 2.41140 -3.60715
H 3.29017 1.95328 -1.84700
H 1.99987 0.76583 -1.99486
H 1.69186 2.36844 -1.36284
H 2.31193 3.29440 -3.69450
H 1.85358 0.36817 -4.37013
H 3.43622 1.12557 -4.41857
H 2.18366 1.72230 -5.51329
H 0.36583 2.82077 -4.46114
C 1.84414 5.16412 3.18044
C 1.75928 3.67062 2.84378
C 1.77488 3.41857 1.33147
O 2.95560 3.08068 3.24420
H 1.58491 5.36270 4.22037
H 1.11851 5.79764 2.67033
H 2.86448 5.52603 3.05376
H 0.91327 3.15871 3.30239
H 2.70573 3.71605 0.84864
H 0.95653 3.88146 0.77999
H 1.65367 2.37674 1.03482
H 2.77896 2.13734 3.22167
C -1.09477 -3.50381 -3.16589
C 0.19861 -3.30570 -2.37540
C 0.92082 -2.00884 -2.74957
O -0.19023 -3.25694 -1.00744
H -1.50259 -4.50083 -2.99938
H -1.03430 -3.34002 -4.24181
H -1.93554 -2.84334 -2.95379
H 0.80895 -4.17397 -2.62376
H 0.15911 -1.22972 -2.77896
H 1.46035 -2.10517 -3.69176
H 1.68255 -1.65750 -2.05356
H -0.57556 -2.40582 -0.78674
C 1.96660 -1.98634 1.68624
C 2.81849 -0.73117 1.91464
C 2.91727 0.03737 0.61046
O 2.29349 0.12357 2.89233
H 1.00765 -1.62780 1.31212
H 1.88464 -2.57669 2.59885
H 2.29401 -2.67840 0.91039
H 3.84754 -0.89810 2.23288
H 1.94093 0.23614 0.16846
H 3.53205 -0.50339 -0.10906
H 3.43817 0.97691 0.79491
H 1.38127 0.13317 2.59339


Record 2
82
Properties=species:S:1:pos:R:3 method="wB97M-V/def2-TZVPD" total_energy_ha=-1744.39324 e_lumo_ev="-1.028 / -5.328" spin_multiplicity=2 s2=0.754 orbital_gap_ev="7.538 / 3.236"
N -13.00759 -11.78115 14.30372
O -12.27083 -11.21159 15.07305
O -13.54068 -12.88636 14.61032
O -13.25320 -11.20045 13.23017
C -17.00587 -11.48526 20.27750
O -16.23228 -10.84210 19.32357
C -16.16135 -11.45979 18.03246
C -15.13990 -10.82394 17.09273
N -15.60858 -9.52670 16.70475
C -14.73129 -8.86232 15.69137
C -15.24284 -7.43783 15.40071
O -15.10997 -6.55395 16.51338
C -15.24841 -5.17908 16.17247
H -16.92714 -10.99844 21.24956
H -16.60461 -12.49166 20.39688
H -18.05146 -11.49139 19.96958
H -17.14362 -11.64681 17.59856
H -15.78649 -12.47801 18.13656
H -15.09689 -11.52904 16.26262
H -14.14271 -10.73051 17.52279
H -15.49749 -8.90883 17.49594
H -14.63701 -9.50027 14.81261
H -13.72358 -8.80173 16.10238
H -16.27863 -7.34289 15.07478
H -14.58578 -7.19844 14.56460
H -14.63760 -4.93461 15.30341
H -14.87532 -4.54901 16.97988
H -16.23428 -4.81881 15.87859
C -17.03281 -11.96877 9.56493
O -16.28243 -10.81505 10.02723
C -17.06716 -9.68071 10.40587
C -16.25965 -8.80274 11.34074
N -15.09180 -8.24301 10.70253
C -14.03762 -7.81541 11.67179
C -12.74206 -7.28852 11.00398
O -11.99560 -8.47759 10.56883
C -10.73649 -8.11409 9.89415
H -17.77073 -12.28398 10.30264
H -16.39346 -12.85122 9.54030
H -17.44174 -11.71687 8.58645
H -17.89662 -10.03380 11.01858
H -17.46742 -9.15106 9.54136
H -15.90510 -9.49594 12.10354
H -16.79745 -7.95792 11.77103
H -15.37853 -7.47726 10.10965
H -13.83033 -8.62740 12.36880
H -14.51453 -6.97154 12.17033
H -12.19640 -6.70607 11.74636
H -12.93115 -6.66947 10.12698
H -10.91786 -8.22341 8.82491
H -9.97737 -8.86254 10.12145
H -10.38194 -7.14454 10.24398
C -13.84928 -14.32234 11.09466
O -14.85965 -13.46601 11.58189
H -13.84262 -15.29603 11.58453
H -14.01157 -14.52558 10.03614
H -12.86635 -13.86605 11.21192
H -14.61336 -13.31656 12.49764
C -9.36787 -12.27108 16.71810
O -9.96235 -11.01028 17.02073
H -8.30222 -12.04666 16.67207
H -9.52661 -13.01406 17.49970
H -9.74725 -12.67270 15.77848
H -10.66461 -10.92930 16.37122
C -10.03770 -10.08168 12.50809
O -9.86060 -10.90689 13.70152
H -11.05199 -10.24460 12.14369
H -10.03601 -8.99486 12.59129
H -9.34637 -10.34770 11.70846
H -10.73301 -10.90656 14.10212
C -10.84065 -15.18104 14.39711
O -12.01626 -15.34418 13.58967
H -9.94665 -15.77394 14.20387
H -10.70442 -14.10144 14.46027
H -11.09340 -15.53243 15.39748
H -12.64780 -14.72345 13.96043
C -12.26241 -13.88762 17.80569
O -13.57351 -14.19043 17.36033
H -11.51539 -14.53296 17.34353
H -12.00103 -12.88102 17.47928
H -12.05662 -13.88524 18.87609
H -13.72824 -13.81430 16.49074


Record 3
77
Properties=species:S:1:pos:R:3 method="wB97M-V/def2-TZVPD" total_energy_ha=-1242.70487 e_lumo_ev="-5.303 / -10.793" spin_multiplicity=2 total_charge=+2 s2=0.755 orbital_gap_ev="8.530 / 3.040"
O -10.46478 19.54378 10.84823
H -11.18139 18.91483 10.96000
H -9.82196 19.07039 10.31505
H -10.22457 19.77605 11.74820
O -13.60825 17.32952 13.48241
H -14.50728 17.41732 13.15742
H -12.96385 17.66043 12.85244
H -13.40403 16.42075 13.71487
B -12.35459 17.55737 11.12065
H -11.76134 17.09355 11.89342
H -12.60921 18.54062 11.48483
H -11.75628 17.65573 10.22813
H -13.24223 16.95774 10.99110
C -14.16166 13.05718 14.41361
C -13.83872 14.53172 14.52416
C -12.82863 14.79194 15.65421
O -12.89123 16.21444 15.87527
C -12.21950 16.63351 16.97711
N -13.30578 14.83498 13.20426
H -14.52524 12.75886 15.39692
H -13.33076 12.38508 14.19919
H -14.87556 12.92630 13.60040
H -14.76512 15.07132 14.72095
H -11.85388 14.38959 15.37840
H -13.23550 14.29974 16.53756
H -11.19512 16.27626 16.87170
H -12.66997 16.44021 17.95067
H -12.07668 17.71381 16.95122
H -13.85572 14.43002 12.46016
H -12.49270 14.24103 13.28317
C -15.94735 19.53385 12.24685
C -16.78252 18.40324 12.79645
C -18.19725 18.31622 12.06940
O -18.98030 17.34603 12.73943
C -20.23541 17.33619 12.13221
N -16.04341 17.16915 12.57384
H -16.26944 20.56635 12.38214
H -15.73488 19.35183 11.19337
H -14.91295 19.42490 12.57282
H -16.99791 18.41319 13.86491
H -18.23551 18.15813 10.99160
H -18.61061 19.31697 12.19491
H -20.21396 17.00747 11.09318
H -20.75489 18.29352 12.17419
H -20.93416 16.65086 12.61199
H -16.64490 16.54537 13.09270
H -16.34795 16.83240 11.67165
C -9.21852 16.94347 13.02163
C -8.28065 18.11443 13.53937
C -6.85012 18.02940 12.96175
C -5.97180 19.27691 13.12962
C -6.63094 20.63494 12.90330
C -8.18443 20.67886 13.31183
N -8.88629 19.40199 13.10249
O -10.18712 19.42290 13.46506
C -8.15461 21.18682 14.73633
C -8.85425 21.76509 12.46108
C -8.12835 17.88516 15.09693
H -10.18794 17.00126 13.51658
H -8.78636 16.00145 13.35918
H -9.31769 16.87408 11.93837
H -6.33728 17.16111 13.37547
H -6.92112 17.71404 11.92079
H -5.05517 19.19570 12.54540
H -5.68804 19.25302 14.18176
H -6.56853 20.96841 11.86744
H -6.05167 21.42767 13.37673
H -9.13276 21.27878 15.20842
H -7.50626 20.71885 15.47710
H -7.83776 22.22972 14.72924
H -8.64831 21.58866 11.40535
H -9.92674 21.81405 12.64941
H -8.32722 22.67232 12.75650
H -7.37228 18.48745 15.60062
H -7.88204 16.85381 15.34940
H -9.09538 18.08183 15.55983
H -10.19030 19.60805 14.40703